w:
C2H4NO2 | ωB97M-V/def2-TZVPD

Each line ends with the natural charge from an NBO analysis.
Element x y z (Å)
C -1.91 -0.68 0.91  -0.240
C 1.53 0.34 -0.16  0.364
N -1.88 -1.15 1.99  0.367
O -1.64 -1.51 3.07  -0.082
O 0.69 -0.35 0.39  -0.531
H -2.87 -0.47 0.32  0.335
H -0.69 -0.56 0.38  0.421
H 2.49 0.11 0.26  0.182
H 1.29 1.29 -0.72  0.183

* multiplicity: 1
* lowest unoccupied orbital energy: -6.49 eV
* molecular weight: 74.059 g/mol
* charge: +1

***

x:
C2H4NO2 | ωB97M-V/def2-TZVPD

Each line ends with the natural charge from an NBO analysis.
Element x y z (Å)
C 0.56 -1.34 0.20  0.248
C -0.25 -0.08 -0.10  -0.709
N 1.22 -1.32 1.39  0.495
O 2.14 -0.94 2.22  -0.061
O 0.11 -1.93 1.48  -0.114
H 0.83 -2.07 -0.55  0.280
H -1.22 -0.29 0.17  0.281
H -0.44 0.27 -1.20  0.307
H -0.07 0.74 0.60  0.274

* multiplicity: 1
* lowest unoccupied orbital energy: -8.18 eV
* molecular weight: 74.059 g/mol
* charge: +1

***

Unit: eV. Relative energies: w 0.000; x 1.604.

***

w:
C2H5OPS | ωB97M-V/def2-TZVPD

Each line ends with the natural charge from an NBO analysis.
Element x y z (Å)
C 0.88 -0.53 0.47  0.807
C 1.27 -1.18 -0.71  -0.800
O 1.10 0.19 1.39  -0.386
P -1.59 1.15 1.08  0.194
S -1.33 0.54 -0.85  -0.605
H 0.81 -0.63 -1.46  0.324
H 0.79 -2.23 -0.86  0.300
H 2.30 -1.29 -0.86  0.246
H -2.93 1.52 1.02  -0.034
H -1.30 2.46 0.79  -0.046

* multiplicity: 1
* lowest unoccupied orbital energy (alpha / beta): -0.75 / -1.25 eV
* molecular weight: 108.102 g/mol
* charge: 0

***

x:
C2H5OPS | ωB97M-V/def2-TZVPD

Each line ends with the natural charge from an NBO analysis.
Element x y z (Å)
C -0.06 -1.44 0.82  0.051
C -1.19 0.66 -0.83  -0.922
O -0.65 -2.06 -0.03  -0.573
P -0.38 0.41 0.93  0.782
S 2.51 -0.79 -0.14  -0.379
H 0.58 -2.01 1.47  0.172
H -0.88 -0.14 -1.48  0.262
H -0.79 1.62 -1.13  0.239
H -2.28 0.73 -0.77  0.246
H 2.04 -2.03 -0.42  0.121

* multiplicity: 1
* lowest unoccupied orbital energy (alpha / beta): -2.92 / -2.92 eV
* molecular weight: 108.102 g/mol
* charge: 0

***

y:
C2H5OPS | ωB97M-V/def2-TZVPD

Each line ends with the natural charge from an NBO analysis.
Element x y z (Å)
C -0.27 1.32 -0.68  -0.796
C -0.30 -0.51 0.96  -0.270
O 0.24 -1.75 0.87  -0.708
P 1.07 0.62 0.37  0.533
S -1.51 -0.14 -0.38  0.124
H -0.67 2.28 -0.35  0.226
H -0.01 1.61 -1.72  0.237
H -0.77 -0.40 1.96  0.191
H -0.43 -2.30 1.23  0.468
H 1.28 -0.53 -0.45  -0.005

* multiplicity: 1
* lowest unoccupied orbital energy: 0.34 eV
* molecular weight: 108.102 g/mol
* charge: 0

***

Unit: eV. Relative energies: w 1.410; x 1.842; y 0.000.